Arrangement i

# C2H3NO2

The molecule C2H3NO2 (the ωB97M-V functional and the def2-TZVPD basis, the OMol25 dataset).

Atoms and positions in Å:
1 H -2.3358 0.1961 0.4811
2 N -1.3253 0.2902 0.5489
3 C -0.7655 -0.4711 -0.2782
4 O 0.5894 -0.6268 -0.3285
5 C 1.4446 0.3630 0.0900
6 O 1.3712 1.5139 -0.2042
7 H -1.2247 -1.1644 -0.9856
8 H 2.2462 -0.1009 0.6765

SMILES string: [H]/N=C/OC=O
E_HOMO, eV: -10.74
Gap between HOMO and LUMO, eV: 11.6
LUMO energy, eV: 0.86
Spin multiplicity: 1
Charge: 0

***

Arrangement ii

# C2H3NO2

A structure of composition C2H3NO2 (the ωB97M-V functional and the def2-TZVPD basis, the OMol25 dataset).

Atoms and positions in Å:
1 C -0.3278 -0.4707 -0.0936
2 C -1.2080 0.5254 0.0014
3 N 0.8089 0.2335 -0.5106
4 O 0.3465 1.5169 -0.3872
5 O 2.0332 -0.0811 0.1511
6 H -0.5363 -1.5763 0.0226
7 H -2.1874 0.9030 0.0505
8 H 2.3627 0.8135 0.2700

E_HOMO, eV: -8.55
Gap between HOMO and LUMO, eV: 8.6
LUMO energy, eV: 0.07
Spin multiplicity: 1
Charge: 0

***

Which of them is most stable? Easy: arrangement i.

***

Arrangement i

# C2H3NO2

The molecule C2H3NO2 (the ωB97M-V functional and the def2-TZVPD basis, the OMol25 dataset).

Atoms and positions in Å:
1 O -1.2704 -1.1130 0.7865
2 C -0.1391 -1.1330 0.3995
3 N 0.4569 -0.1267 -0.2799
4 C -0.1929 1.1434 -0.4481
5 O -1.3811 1.2814 -0.6077
6 H 0.5777 -1.8154 0.6674
7 H 1.4742 -0.1470 -0.0821
8 H 0.4748 1.9103 -0.4357

SMILES string: O=CNC=O
E_HOMO, eV: -10.08
Gap between HOMO and LUMO, eV: 10.6
LUMO energy, eV: 0.47
Spin multiplicity: 1
Charge: 0

***

Arrangement ii

# C2H3NO2

The molecule C2H3NO2 (the ωB97M-V functional and the def2-TZVPD basis, the OMol25 dataset).

Atoms and positions in Å:
1 C -1.6797 -0.2522 -0.0341
2 N -0.4653 -0.6286 0.0778
3 O 0.3541 0.5079 0.0150
4 C 1.7005 0.2461 -0.0041
5 O 2.2114 -0.8246 -0.0241
6 H -2.4373 -1.0468 -0.0199
7 H -1.9071 0.8143 -0.0957
8 H 2.2235 1.1838 0.0850

SMILES string: C=NOC=O
E_HOMO, eV: -10.90
Gap between HOMO and LUMO, eV: 11.7
LUMO energy, eV: 0.85
Spin multiplicity: 1
Charge: 0

***

Arrangement iii

# C2H3NO2

A cluster of 2 separate species, C2H3NO2 in total (the ωB97M-V functional and the def2-TZVPD basis, the OMol25 dataset).

Atoms and positions in Å:
1 N -1.2001 -1.4036 0.7013
2 C -1.3537 -0.8179 -0.3335
3 O -1.6764 -0.2460 -1.2830
4 H -0.3590 -1.6111 1.2562
5 C 1.0819 0.9784 -0.1656
6 O 1.6171 -0.0746 -0.0206
7 H 0.7169 1.4472 0.8336
8 H 1.1732 1.7276 -0.9883

SMILES string: N=C=O.C=O
E_HOMO, eV: -10.45
Gap between HOMO and LUMO, eV: 10.9
LUMO energy, eV: 0.49
Spin multiplicity: 1
Charge: 0

***

Which of them is most stable? Easy: arrangement i.

***

Arrangement i

# C2H3NO2

A cluster of 2 separate species, C2H3NO2 in total (the ωB97M-V functional and the def2-TZVPD basis, the OMol25 dataset).

Atoms and positions in Å:
1 C 1.3076 0.1692 0.0713
2 C -0.0749 -0.1837 -0.0993
3 N 2.4209 0.4538 0.1891
4 O -0.4324 -1.4341 -0.0825
5 O -0.6835 0.6877 -0.9564
6 H -0.7054 0.3013 1.7969
7 H -1.3334 -1.6560 0.0134
8 H -0.4988 1.6619 -0.9326

E_HOMO (alpha / beta), eV: -9.40 / -8.61
Gap between HOMO and LUMO (alpha / beta), eV: 8.9 / 7.9
LUMO energy (alpha / beta), eV: -0.49 / -0.68
Spin multiplicity: 1
Charge: 0

***

Arrangement ii

# C2H3NO2

The molecule C2H3NO2 (the ωB97M-V functional and the def2-TZVPD basis, the OMol25 dataset).

Atoms and positions in Å:
1 C 0.9452 -0.3495 1.0555
2 C 0.0700 0.7105 0.4207
3 N -0.3527 -0.4001 -1.5684
4 O -0.3147 -0.1862 1.4369
5 O -0.7421 0.5402 -0.7351
6 H 1.4067 -1.3474 0.6991
7 H 0.0937 1.6533 0.8172
8 H -1.1060 -0.6208 -2.1260

E_HOMO (alpha / beta), eV: -8.49 / -9.33
Gap between HOMO and LUMO (alpha / beta), eV: 8.7 / 9.5
LUMO energy (alpha / beta), eV: 0.18 / 0.21
Spin multiplicity: 1
Charge: 0

***

Which of them is most stable? Easy: arrangement i.

***

Arrangement i

# C2H3NO2

The molecule C2H3NO2 (the ωB97M-V functional and the def2-TZVPD basis, the OMol25 dataset).

Atoms and positions in Å:
1 C 2.1326 -0.0843 0.1536
2 N 0.9034 -0.5071 -0.2375
3 O 0.0398 0.6715 -0.1581
4 C -1.3287 0.4186 0.0737
5 O -1.8508 -0.6831 0.1130
6 H 2.8626 -0.8746 0.0810
7 H 2.3116 1.0621 0.6454
8 H -1.8331 1.4493 -0.0676

SMILES string: C=NOC=O
E_HOMO, eV: -10.72
Gap between HOMO and LUMO, eV: 11.1
LUMO energy, eV: 0.37
Spin multiplicity: 1
Charge: 0

***

Arrangement ii

# C2H3NO2

The molecule C2H3NO2 (the ωB97M-V functional and the def2-TZVPD basis, the OMol25 dataset).

Atoms and positions in Å:
1 H -2.3591 -0.7571 0.0148
2 N -1.3184 -0.7078 0.2113
3 C -0.5401 0.1741 0.0146
4 C 1.0883 0.0135 0.1209
5 O 1.6247 1.1122 0.1281
6 O 1.9717 -1.0884 -0.0179
7 H -0.4987 1.2504 -0.4284
8 H 2.7626 -0.8021 0.3185

SMILES string: [H]/N=C/C(=O)O
E_HOMO, eV: -10.05
Gap between HOMO and LUMO, eV: 10.5
LUMO energy, eV: 0.49
Spin multiplicity: 1
Charge: 0

***

Arrangement iii

# C2H3NO2

The molecule C2H3NO2 (the ωB97M-V functional and the def2-TZVPD basis, the OMol25 dataset).

Atoms and positions in Å:
1 C 0.5816 1.4803 -0.6298
2 N -0.3214 0.4832 -0.5968
3 O 0.1652 -0.2596 0.5766
4 C -0.4930 -1.5267 0.6126
5 O -0.9837 -2.0067 -0.3580
6 H 0.2619 2.1932 -1.4374
7 H 1.3003 1.5926 0.1407
8 H -0.5109 -1.9563 1.6921

SMILES string: C=NOC=O
E_HOMO, eV: -10.63
Gap between HOMO and LUMO, eV: 11.2
LUMO energy, eV: 0.59
Spin multiplicity: 1
Charge: 0

***

Arrangement iv

# C2H3NO2

The molecule C2H3NO2 (the ωB97M-V functional and the def2-TZVPD basis, the OMol25 dataset).

Atoms and positions in Å:
1 H -0.0963 -1.1750 -1.7590
2 N 0.4601 -1.0393 -0.9120
3 C -0.0018 -0.1345 -0.1474
4 O -1.3416 0.2074 -0.4959
5 C 0.5986 0.5942 1.0249
6 O 0.0103 1.4301 1.6702
7 H -1.5259 0.9121 0.1210
8 H 1.4918 0.1280 1.2988

SMILES string: [H]/N=C(\O)C=O
E_HOMO, eV: -10.66
Gap between HOMO and LUMO, eV: 9.9
LUMO energy, eV: -0.78
Spin multiplicity: 1
Charge: 0

***

Which of them is most stable? Easy: arrangement iv.

***

Arrangement i

# C7H6

The molecule C7H6 (the ωB97M-V functional and the def2-TZVPD basis, the OMol25 dataset).

Atoms and positions in Å:
1 C -0.5973 1.7924 -0.0976
2 C -1.7841 1.1587 -0.0831
3 C -2.2733 -0.0219 0.0124
4 C -1.8898 -1.2824 0.1986
5 C -0.4636 -1.0878 0.2403
6 C 0.5920 -0.5063 0.0844
7 C 2.0447 -0.4110 0.0193
8 H -0.4121 2.9128 -0.0464
9 H -0.0155 1.0390 -0.4614
10 H -2.4349 -2.2086 0.2000
11 H 2.4129 -1.3614 0.3571
12 H 2.5016 0.4284 0.5777
13 H 2.3193 -0.4518 -1.0013

SMILES string: C=C=C=CC#CC
E_HOMO, eV: -8.50
Gap between HOMO and LUMO, eV: 8.5
LUMO energy, eV: -0.05
Spin multiplicity: 1
Charge: 0

***

Arrangement ii

# C7H6

The molecule C7H6 (the ωB97M-V functional and the def2-TZVPD basis, the OMol25 dataset).

Atoms and positions in Å:
1 C 0.6579 -1.1296 -0.6043
2 C 1.5358 -0.1305 -0.5148
3 C 1.2765 0.8862 0.4359
4 C 0.6206 1.1894 1.4383
5 C -0.2403 1.0908 0.0783
6 C -1.2367 0.0610 0.0513
7 C -0.6850 -1.1984 -0.1224
8 H 1.1998 -1.9873 -0.9559
9 H 2.4543 -0.3230 -1.0114
10 H 0.6408 1.5430 2.4292
11 H -0.4468 1.9512 -0.6277
12 H -2.3060 0.0899 -0.0410
13 H -0.9977 -2.2096 -0.2801

SMILES string: C1=CC2=C[C@@H]2C=C1
E_HOMO, eV: -8.33
Gap between HOMO and LUMO, eV: 9.4
LUMO energy, eV: 1.05
Spin multiplicity: 1
Charge: 0

***

Which of them is most stable? Easy: arrangement ii.

***

Arrangement i

# C7H6

The molecule C7H6 (the ωB97M-V functional and the def2-TZVPD basis, the OMol25 dataset).

Atoms and positions in Å:
1 C 2.7049 0.0484 -0.7930
2 C 2.5034 0.9661 0.1401
3 C 2.1111 -1.0317 -0.1848
4 C 1.1938 0.0389 -0.0593
5 C -0.1621 0.0601 -0.0372
6 C -0.8002 -1.3254 0.1980
7 C -1.0262 1.2513 0.0214
8 H -1.8542 -1.1119 0.0212
9 H -0.6165 -1.5733 1.1848
10 H -0.2355 -1.9851 -0.4276
11 H -1.5849 1.2848 -0.9282
12 H -0.4153 2.1160 0.0427
13 H -1.8181 1.2618 0.8219

E_HOMO (alpha / beta), eV: -9.00 / -9.00
Gap between HOMO and LUMO (alpha / beta), eV: 7.7 / 7.7
LUMO energy (alpha / beta), eV: -1.34 / -1.34
Spin multiplicity: 1
Charge: 0

***

Arrangement ii

# C7H6

The molecule C7H6 (the ωB97M-V functional and the def2-TZVPD basis, the OMol25 dataset).

Atoms and positions in Å:
1 C 1.2414 0.5993 0.6953
2 C 1.3721 -0.0689 -0.4192
3 C 0.0579 -0.8572 -0.5831
4 C -1.0340 -0.0414 -1.3425
5 C -1.1436 0.1972 0.0120
6 C -0.2219 0.4336 1.1773
7 C -0.6480 -0.9617 0.7241
8 H 2.0338 1.4035 1.0000
9 H 2.2805 -0.0774 -0.9980
10 H -0.5259 0.8349 -1.8254
11 H -1.7144 -0.7156 -1.6869
12 H -0.4555 1.0289 2.1113
13 H -1.2426 -1.7754 1.1351

SMILES string: C1=C[C@@]23C[C@@]24[C@H]1[C@@H]43
E_HOMO, eV: -7.90
Gap between HOMO and LUMO, eV: 8.8
LUMO energy, eV: 0.87
Spin multiplicity: 1
Charge: 0

***

Which of them is most stable? Easy: arrangement ii.